A 13-piece molecular cluster, C25H80N4O13 overall in a non-equilibrium geometry, computed with ωB97M-V/def2-TZVPD.

Last column: Löwdin charge in e.
Geometry (Å):
1 C -35.178 -23.443 -37.505  -0.073
2 C -34.493 -24.660 -38.110  -0.454
3 C -33.583 -25.328 -37.102  -0.188
4 O -32.815 -26.444 -37.649  -0.193
5 C -31.738 -26.084 -38.427  -0.128
6 N -35.603 -25.554 -38.449  0.046
7 H -34.498 -22.616 -37.300  0.069
8 H -35.719 -23.613 -36.573  0.084
9 H -35.751 -23.082 -38.359  0.083
10 H -33.908 -24.308 -38.960  0.132
11 H -34.206 -25.606 -36.252  0.123
12 H -32.897 -24.668 -36.571  0.118
13 H -31.535 -26.842 -39.184  0.100
14 H -30.856 -25.925 -37.806  0.059
15 H -31.935 -25.115 -38.885  0.082
16 H -36.083 -25.768 -37.586  0.071
17 H -35.119 -26.411 -38.676  0.066
18 C -25.005 -17.762 -31.208  -0.036
19 C -26.476 -18.202 -31.047  -0.392
20 C -27.387 -17.714 -32.137  -0.194
21 O -27.628 -16.290 -32.064  -0.164
22 C -28.349 -15.832 -33.176  -0.139
23 N -26.512 -19.689 -30.922  0.042
24 H -24.552 -18.228 -32.083  0.064
25 H -24.406 -18.049 -30.344  0.066
26 H -25.022 -16.675 -31.297  0.077
27 H -26.826 -17.832 -30.083  0.135
28 H -28.324 -18.264 -32.055  0.116
29 H -27.068 -17.917 -33.160  0.115
30 H -27.948 -16.121 -34.147  0.087
31 H -28.361 -14.744 -33.108  0.086
32 H -29.417 -16.050 -33.198  0.082
33 H -27.471 -19.953 -30.750  0.077
34 H -25.998 -20.002 -30.111  0.027
35 C -31.432 -29.421 -34.948  -0.062
36 C -31.020 -28.298 -34.016  -0.456
37 C -29.594 -27.758 -34.381  -0.165
38 O -28.636 -28.786 -33.985  -0.171
39 C -28.173 -28.556 -32.630  -0.105
40 N -32.014 -27.289 -34.155  0.036
41 H -30.663 -30.183 -34.811  0.077
42 H -31.575 -29.120 -35.986  0.085
43 H -32.329 -29.868 -34.519  0.078
44 H -30.909 -28.632 -32.984  0.126
45 H -29.492 -26.782 -33.905  0.108
46 H -29.526 -27.681 -35.466  0.111
47 H -27.346 -29.170 -32.275  0.081
48 H -28.890 -28.876 -31.873  0.073
49 H -27.897 -27.541 -32.344  0.080
50 H -31.679 -26.659 -34.870  0.052
51 H -32.889 -27.669 -34.488  0.066
52 C -26.463 -23.009 -32.210  -0.056
53 C -26.168 -22.452 -33.548  -0.433
54 C -27.351 -22.489 -34.590  -0.163
55 O -27.512 -23.853 -34.911  -0.176
56 C -28.574 -24.140 -35.814  -0.071
57 N -25.549 -21.180 -33.434  0.070
58 H -25.597 -22.956 -31.550  0.081
59 H -26.856 -24.020 -32.100  0.087
60 H -27.177 -22.390 -31.666  0.061
61 H -25.391 -23.039 -34.038  0.113
62 H -27.070 -21.814 -35.398  0.107
63 H -28.263 -22.057 -34.180  0.108
64 H -29.394 -23.503 -35.483  0.083
65 H -28.975 -25.150 -35.901  0.066
66 H -28.322 -23.876 -36.841  0.063
67 H -25.926 -20.984 -32.518  0.027
68 H -25.930 -20.578 -34.150  0.072
69 C -24.909 -21.279 -28.131  -0.129
70 O -25.396 -19.954 -28.317  -0.144
71 H -23.862 -21.235 -27.834  0.080
72 H -25.318 -21.809 -27.271  0.078
73 H -25.088 -21.772 -29.087  0.075
74 H -25.103 -19.468 -27.542  0.089
75 C -30.732 -20.408 -37.880  -0.128
76 O -29.336 -20.675 -37.816  -0.149
77 H -31.069 -20.564 -38.904  0.081
78 H -31.270 -21.136 -37.273  0.075
79 H -30.866 -19.387 -37.523  0.072
80 H -29.136 -21.542 -38.177  0.037
81 C -21.839 -21.308 -32.022  -0.140
82 O -22.592 -21.523 -33.228  -0.157
83 H -20.766 -21.175 -32.164  0.076
84 H -22.232 -20.469 -31.448  0.066
85 H -22.004 -22.182 -31.392  0.064
86 H -23.516 -21.339 -33.046  0.008
87 C -26.564 -23.194 -38.878  -0.141
88 O -27.740 -22.452 -39.136  -0.126
89 H -25.987 -23.408 -39.778  0.087
90 H -25.906 -22.801 -38.103  0.082
91 H -26.868 -24.153 -38.457  0.064
92 H -27.424 -21.596 -39.434  0.088
93 C -23.433 -24.442 -36.184  -0.143
94 O -24.587 -25.193 -35.779  -0.128
95 H -23.289 -23.570 -35.547  0.065
96 H -22.553 -25.076 -36.079  0.077
97 H -23.490 -24.051 -37.199  0.063
98 H -25.184 -24.666 -35.243  0.028
99 C -30.192 -23.063 -32.076  -0.158
100 O -31.000 -22.693 -30.956  -0.105
101 H -30.245 -23.974 -32.673  0.073
102 H -30.260 -22.237 -32.784  0.066
103 H -29.181 -23.212 -31.699  0.054
104 H -31.916 -22.944 -31.095  0.074
105 C -28.071 -27.214 -38.449  -0.116
106 O -28.483 -28.525 -38.943  -0.152
107 H -27.507 -27.470 -37.552  0.090
108 H -27.584 -26.808 -39.336  0.081
109 H -28.984 -26.662 -38.227  0.032
110 H -28.651 -28.484 -39.887  0.060
111 C -29.171 -19.067 -35.163  -0.128
112 O -27.829 -19.394 -35.620  -0.132
113 H -29.155 -18.509 -34.227  0.048
114 H -29.801 -18.545 -35.883  0.066
115 H -29.746 -19.934 -34.840  0.070
116 H -27.898 -19.949 -36.400  0.035
117 C -23.205 -19.330 -35.244  -0.206
118 O -22.018 -18.666 -35.500  -0.102
119 H -24.024 -18.940 -35.848  0.077
120 H -23.129 -20.390 -35.487  0.072
121 H -23.419 -19.206 -34.182  0.057
122 H -22.271 -17.749 -35.626  0.076

Cartesian forces, eV/Å:
C 0.96 0.99 -0.74
C -0.42 0.48 1.60
C 1.19 -0.22 0.17
O -2.35 -0.24 1.34
C 0.52 1.09 -0.16
N 1.02 -0.34 -0.89
H 0.38 -0.08 0.14
H -0.37 -0.28 -0.33
H -0.82 0.12 0.59
H -0.31 -0.35 -0.39
H -0.12 -1.05 -0.19
H 0.47 0.60 -0.51
H -0.06 0.01 0.09
H 0.31 -0.15 0.11
H 0.16 0.03 -0.54
H -0.26 0.08 0.22
H -0.35 -0.64 -0.40
C -0.85 0.06 0.00
C 1.57 -0.85 1.04
C -0.73 0.56 -0.54
O 0.17 -1.21 0.13
C -0.34 1.16 -0.01
N -0.54 0.34 -1.12
H -0.09 0.10 -0.16
H -0.12 0.03 0.09
H 0.36 0.02 -0.11
H -0.21 0.66 -0.04
H -0.49 0.04 0.21
H 0.67 -0.30 -0.03
H 0.38 -0.19 0.02
H 0.38 0.10 -0.10
H -0.21 -0.76 0.38
H -0.26 -0.19 0.05
H 0.06 0.53 0.05
C 0.95 -1.18 1.42
C 0.95 -0.32 -1.14
C -1.07 -1.85 0.36
O 0.45 1.84 1.26
C -0.41 -0.63 0.67
N -0.28 1.94 0.52
H 0.04 -0.34 -0.70
H 0.11 0.06 0.12
H -0.32 0.00 -0.35
H -0.34 -0.23 0.09
H 0.62 0.00 0.15
H 0.16 0.16 -0.08
H 0.46 -0.27 -1.25
H -0.85 0.19 -0.20
H -0.10 0.35 -0.74
H -0.36 0.35 -0.22
H 0.00 -0.03 -0.02
C -0.53 -0.34 1.84
C -0.06 -2.01 -3.02
C 0.90 -0.07 1.46
O -0.04 -1.08 -0.54
C -0.39 1.41 -0.09
N -0.21 0.46 0.95
H 0.44 -0.12 -0.23
H 0.14 -0.11 -0.69
H -0.31 0.31 -0.20
H -0.14 -0.94 -0.08
H 0.12 -0.42 -0.61
H -0.33 -0.06 0.25
H -0.50 0.04 -0.31
H 0.76 -0.37 0.90
H 0.17 0.33 -0.08
H 0.30 2.31 0.13
H -0.01 0.66 0.25
C 0.54 0.23 0.24
O 0.04 -0.15 0.83
H 0.42 -0.13 -0.74
H -0.90 -0.05 -0.25
H 0.26 -0.39 0.34
H -0.17 0.38 -0.05
C 0.56 -0.68 -0.21
O 0.14 0.50 0.33
H -0.24 0.47 -0.10
H -0.24 0.21 0.34
H -0.30 -0.22 -0.22
H 0.09 -0.32 -0.10
C -1.18 -0.60 0.10
O 1.52 0.15 0.35
H -0.21 -0.01 -0.54
H 0.08 0.35 -0.11
H 0.35 -0.18 0.28
H -0.66 0.13 -0.11
C 0.18 -1.36 0.50
O 0.41 0.25 -0.03
H -0.02 0.18 -0.11
H -0.04 0.62 -0.07
H -0.13 -0.10 -0.22
H -0.30 0.31 -0.14
C -0.33 0.20 0.74
O 0.44 -0.11 -0.56
H 0.08 0.02 0.21
H -0.08 -0.03 -0.12
H -0.23 -0.30 -0.26
H -0.04 0.23 -0.05
C 0.93 0.84 0.03
O -0.01 -1.07 -0.28
H -1.51 -0.54 0.44
H 0.48 0.05 -0.20
H 0.06 0.75 0.10
H -0.05 -0.07 -0.12
C -1.06 -1.92 -1.34
O -0.18 -0.14 0.47
H 0.36 0.73 -0.27
H 0.72 0.84 0.86
H 0.27 0.34 0.23
H 0.00 0.14 0.06
C 0.31 -0.65 0.27
O -1.03 0.78 0.99
H 0.66 0.43 -0.33
H 0.42 0.20 -0.18
H 0.13 -0.61 -0.39
H -0.53 -0.06 -0.29
C -1.05 -0.56 0.42
O 1.09 0.72 -0.77
H -0.25 0.16 -0.01
H 0.27 0.06 0.22
H -0.51 -0.36 0.02
H 0.40 0.11 -0.01

As for the total energy: -59791.5030 eV. As for the total charge: 0. The calculation puts the energy relative to the best compared isomer or geometry (same formula, charge and spin) at 295.2 kJ/mol. The strongest force on any atom comes out at 3.627 eV/A.